[1]
Formula: C35H32Cl2GeIrN2O3S
Source: the OMol25 dataset
Level of theory: ωB97M-V/def2-TZVPD

Its total charge is +3. The expectation value of S² is 6.06. Its relative energy (zero: lowest compared OMol25 entry of this formula, charge and spin) is 1.991 eV. As for the frontier orbital gap (spin up / spin down): 6.75 / 4.25 eV. The LUMO energy (spin up / spin down) comes out at -8.9 / -11.4 eV. As for the spin multiplicity: 5.

Positions of all 77 atoms, in Å:
1 Ir 13.05 8.89 13.78
2 Cl 18.65 4.64 15.14
3 C 17.65 6.00 15.01
4 C 18.11 7.25 14.52
5 C 17.23 8.27 14.26
6 Cl 17.76 9.65 13.41
7 C 15.83 8.14 14.53
8 O 15.04 8.97 14.04
9 C 15.40 6.99 15.32
10 C 14.09 6.72 15.82
11 O 13.14 7.38 15.34
12 C 16.33 5.90 15.52
13 H 19.13 7.47 14.17
14 H 13.83 5.90 16.53
15 H 15.90 4.97 15.89
16 C 7.35 10.60 8.68
17 C 8.34 10.59 9.82
18 C 8.31 9.21 10.56
19 N 9.19 9.08 11.77
20 C 10.26 8.29 11.90
21 S 10.97 8.12 13.50
22 N 10.96 7.77 10.91
23 C 11.03 8.36 9.56
24 O 11.28 9.54 9.58
25 C 10.64 7.43 8.40
26 C 11.05 7.70 7.12
27 C 10.64 6.92 6.02
28 C 9.66 6.03 6.27
29 C 9.27 5.65 7.56
30 C 9.76 6.34 8.68
31 H 7.62 11.43 8.04
32 H 6.27 10.71 8.93
33 H 7.43 9.73 8.06
34 H 8.10 11.30 10.62
35 H 9.37 10.73 9.38
36 H 8.64 8.36 9.94
37 H 7.33 8.92 10.87
38 H 8.94 9.59 12.59
39 H 11.57 7.01 11.18
40 H 11.66 8.61 6.90
41 H 11.06 7.12 5.01
42 H 9.09 5.54 5.46
43 H 8.44 5.02 7.66
44 H 9.54 6.09 9.73
45 C 11.56 12.13 12.37
46 Ge 12.48 11.38 13.92
47 C 11.48 11.30 15.59
48 C 10.20 11.81 15.78
49 C 9.75 11.96 17.08
50 C 10.51 11.51 18.20
51 C 11.80 11.03 17.98
52 C 12.27 10.96 16.65
53 C 14.20 12.29 14.19
54 C 15.18 12.03 13.24
55 C 16.20 12.92 12.96
56 C 16.31 14.12 13.64
57 C 15.38 14.37 14.65
58 C 15.46 15.54 15.37
59 C 14.50 15.98 16.38
60 C 13.53 14.98 16.76
61 C 13.41 13.84 15.97
62 C 14.28 13.51 14.93
63 H 11.20 13.12 12.66
64 H 10.70 11.61 12.09
65 H 12.19 12.09 11.43
66 H 9.71 12.20 14.89
67 H 8.75 12.36 17.21
68 H 10.08 11.70 19.14
69 H 12.42 10.76 18.78
70 H 13.38 10.88 16.47
71 H 15.23 11.14 12.70
72 H 17.07 12.64 12.39
73 H 17.11 14.84 13.46
74 H 16.25 16.29 15.23
75 H 14.71 16.89 16.91
76 H 12.87 15.12 17.59
77 H 12.62 13.21 16.10



[2]
Formula: C35H32ClN3O4RhS
Source: the OMol25 dataset
Level of theory: ωB97M-V/def2-TZVPD

Its total charge is +1. The expectation value of S² is 6.01. Its relative energy (zero: lowest compared OMol25 entry of this formula, charge and spin) is 0.000 eV. As for the frontier orbital gap (spin up / spin down): 8.61 / 6.95 eV. The LUMO energy (spin up / spin down) comes out at -2.4 / -4.0 eV. As for the spin multiplicity: 5.

Positions of all 77 atoms, in Å:
1 Rh 0.19 0.66 -0.47
2 C -0.79 4.76 -0.28
3 C -0.17 3.65 0.51
4 O -0.70 2.53 0.59
5 N 1.00 3.90 1.12
6 C 1.72 2.86 1.84
7 C 2.76 2.18 0.99
8 C 4.09 2.58 1.06
9 C 5.03 1.95 0.27
10 C 4.62 0.92 -0.56
11 C 3.28 0.57 -0.57
12 N 2.37 1.19 0.18
13 H -1.87 4.68 -0.24
14 H -0.49 4.62 -1.32
15 H -0.47 5.74 0.07
16 H 1.45 4.79 0.98
17 H 0.98 2.13 2.17
18 H 2.18 3.31 2.72
19 H 4.38 3.38 1.73
20 H 6.07 2.26 0.30
21 H 5.32 0.39 -1.19
22 H 2.92 -0.23 -1.20
23 N -0.24 -0.34 1.19
24 C -1.11 -0.68 2.05
25 C -2.54 -0.84 1.66
26 C -3.14 0.08 0.80
27 C -4.45 -0.11 0.40
28 C -5.16 -1.22 0.84
29 C -4.56 -2.14 1.69
30 C -3.26 -1.96 2.10
31 C -0.68 -1.00 3.44
32 C -1.53 -0.86 4.53
33 C -1.09 -1.19 5.80
34 C 0.20 -1.65 5.99
35 C 1.06 -1.78 4.91
36 C 0.63 -1.46 3.64
37 H -2.59 0.95 0.48
38 H -4.92 0.61 -0.26
39 H -6.19 -1.36 0.53
40 H -5.11 -3.01 2.03
41 H -2.78 -2.69 2.74
42 H -2.53 -0.47 4.39
43 H -1.76 -1.09 6.64
44 H 0.54 -1.91 6.99
45 H 2.07 -2.15 5.06
46 H 1.28 -1.57 2.78
47 C -1.79 -3.40 -2.55
48 S -1.81 -2.33 -1.10
49 O -1.18 -1.04 -1.53
50 C -0.53 -3.22 -0.19
51 C -0.88 -4.15 0.77
52 C 0.12 -4.78 1.50
53 C 1.45 -4.48 1.26
54 C 1.79 -3.54 0.29
55 C 0.80 -2.90 -0.44
56 H -0.78 -3.47 -2.95
57 H -2.47 -2.98 -3.29
58 H -2.16 -4.38 -2.23
59 H -1.92 -4.38 0.96
60 H -0.14 -5.51 2.25
61 H 2.23 -4.97 1.83
62 H 2.83 -3.32 0.09
63 H 1.04 -2.16 -1.19
64 Cl 0.64 3.19 -8.62
65 C 0.58 2.68 -6.97
66 C -0.45 3.12 -6.15
67 C -0.49 2.72 -4.83
68 C 0.50 1.88 -4.33
69 C 1.52 1.44 -5.16
70 C 1.57 1.84 -6.48
71 C 0.46 1.47 -2.90
72 O 1.10 0.45 -2.50
73 O -0.20 2.14 -2.07
74 H -1.22 3.76 -6.56
75 H -1.28 3.06 -4.18
76 H 2.28 0.78 -4.75
77 H 2.37 1.51 -7.13



[3]
Formula: C35H32GeN5O5OsS
Source: the OMol25 dataset
Level of theory: ωB97M-V/def2-TZVPD

Its total charge is +1. The expectation value of S² is 6.02. Its relative energy (zero: lowest compared OMol25 entry of this formula, charge and spin) is 0.000 eV. As for the frontier orbital gap (spin up / spin down): 6.49 / 4.60 eV. The LUMO energy (spin up / spin down) comes out at -4.1 / -6.0 eV. As for the spin multiplicity: 5.

Positions of all 80 atoms, in Å:
1 Os 0.27 0.27 0.11
2 S -0.44 -0.91 2.08
3 C -0.12 -0.20 3.63
4 N -1.17 0.11 4.37
5 C -1.07 0.43 5.78
6 C 0.18 -0.23 6.34
7 C 1.39 0.17 5.50
8 N 1.11 -0.12 4.10
9 H -2.08 0.00 3.94
10 H -1.97 0.06 6.28
11 H -1.03 1.52 5.90
12 H 0.06 -1.31 6.31
13 H 0.33 0.07 7.38
14 H 2.27 -0.42 5.80
15 H 1.62 1.23 5.63
16 H 1.87 -0.40 3.50
17 O 2.30 1.58 0.07
18 C 2.77 0.49 -0.33
19 O 2.09 -0.57 -0.08
20 C 4.03 0.34 -1.09
21 C 5.27 0.37 -0.47
22 C 6.41 0.14 -1.22
23 C 6.32 -0.11 -2.58
24 C 5.08 -0.13 -3.20
25 C 3.93 0.08 -2.46
26 H 5.34 0.56 0.59
27 H 7.38 0.15 -0.73
28 H 7.22 -0.27 -3.16
29 H 5.01 -0.34 -4.26
30 H 2.96 0.06 -2.94
31 O -0.68 -1.39 -0.92
32 N -0.08 -2.49 -0.80
33 C -0.39 -3.48 -0.02
34 C -1.55 -3.50 0.80
35 N -2.49 -3.47 1.45
36 C 0.45 -4.62 0.06
37 N 1.11 -5.55 0.17
38 O -0.13 1.36 -1.89
39 C -1.29 1.46 -1.43
40 O -1.46 1.31 -0.17
41 C -2.48 1.67 -2.31
42 C -2.37 2.93 -3.17
43 Ge -2.83 4.62 -2.19
44 C -1.25 5.35 -1.21
45 C -0.03 4.70 -1.28
46 C 1.07 5.20 -0.60
47 C 0.96 6.36 0.15
48 C -0.26 7.02 0.22
49 C -1.35 6.53 -0.48
50 C -3.23 6.11 -3.50
51 C -2.23 6.52 -4.36
52 C -2.49 7.52 -5.28
53 C -3.74 8.12 -5.32
54 C -4.74 7.70 -4.46
55 C -4.48 6.69 -3.54
56 C -4.52 4.37 -1.17
57 C -4.88 5.25 -0.16
58 C -6.07 5.09 0.52
59 C -6.92 4.05 0.21
60 C -6.58 3.16 -0.80
61 C -5.39 3.34 -1.50
62 H -3.37 1.69 -1.67
63 H -2.53 0.79 -2.96
64 H -3.05 2.85 -4.01
65 H -1.36 2.99 -3.59
66 H 0.08 3.80 -1.86
67 H 2.01 4.67 -0.67
68 H 1.82 6.75 0.66
69 H -0.35 7.92 0.80
70 H -2.28 7.08 -0.45
71 H -1.25 6.07 -4.31
72 H -1.71 7.84 -5.95
73 H -3.93 8.91 -6.02
74 H -5.72 8.15 -4.50
75 H -5.27 6.37 -2.87
76 H -4.22 6.06 0.10
77 H -6.34 5.80 1.30
78 H -7.85 3.93 0.74
79 H -7.23 2.34 -1.05
80 H -5.16 2.67 -2.32



- Number 1 is which compound?
  C35H32Cl2GeIrN2O3S



- What is the spin multiplicity in the third record?
  5